Below is a structure of composition C31H25N4S6Ti, with properties calculated with the ωB97M-V functional and the def2-TZVPD basis.

Structure (XYZ):
```
67
Properties=species:S:1:pos:R:3:mulliken_charge:R:1
Ti 0.1138 -0.7539 -0.9552 0.70
S 0.9616 -0.8681 1.3513 -0.43
C -0.3306 -0.4888 2.4445 0.54
C -0.0751 -0.4090 3.8200 -0.93
C -1.0727 -0.0848 4.7168 -0.68
C -2.3672 0.1484 4.2548 -0.55
C -2.6392 0.0604 2.9045 -0.86
C -1.6302 -0.2390 1.9799 0.71
S -2.0101 -0.2709 0.2827 -0.32
C -2.9533 -1.7969 -2.0797 -1.28
C -2.4683 -0.6838 -2.6879 1.06
C -3.3541 0.1180 -3.4964 -1.32
C -2.8895 1.1592 -4.2173 -0.60
C -1.5033 1.4540 -4.1942 -0.91
C -0.6858 0.7196 -3.3808 0.63
C 0.7751 1.0212 -3.3260 -1.15
S 2.5290 -1.1914 -1.2664 -0.41
C 3.4061 0.2972 -1.2443 1.09
C 4.7960 0.2676 -1.0449 -0.89
C 5.5586 1.4129 -1.1465 -0.50
C 4.9629 2.6355 -1.4447 -0.65
C 3.5881 2.6963 -1.5870 -0.71
C 2.8148 1.5453 -1.4849 -0.10
S 1.0530 1.6861 -1.6356 -0.03
N -1.1175 -0.2806 -2.5632 1.06
H 0.9324 -0.6150 4.1630 0.45
H -0.8499 -0.0107 5.7746 0.35
H -3.1542 0.4063 4.9534 0.34
H -3.6427 0.2288 2.5316 0.44
H -4.0054 -2.0341 -2.1571 0.21
H -2.3249 -2.5110 -1.5862 0.20
H -4.3960 -0.1705 -3.5284 0.38
H -3.5575 1.7590 -4.8238 0.38
H -1.0856 2.2584 -4.7828 0.42
H 1.0770 1.7630 -4.0623 0.57
H 1.3610 0.1075 -3.4291 0.13
H 5.2505 -0.6877 -0.8159 0.46
H 6.6295 1.3521 -0.9940 0.35
H 5.5673 3.5239 -1.5741 0.37
H 3.0969 3.6391 -1.7959 0.42
S 0.6619 -2.3668 -3.8253 -0.31
C 0.4187 -3.2402 -2.4372 0.10
N 0.0275 -2.7866 -1.2335 1.05
C -0.1676 -3.8197 -0.3134 -0.59
C -0.6650 -3.7124 0.9838 -0.10
C -0.8107 -4.8530 1.7548 -1.01
C -0.4950 -6.1116 1.2543 -0.46
C -0.0337 -6.2435 -0.0449 -0.51
C 0.1242 -5.1002 -0.8109 0.86
S 0.6420 -4.9943 -2.4710 -0.33
H -0.9426 -2.7491 1.3802 0.34
H -1.1856 -4.7574 2.7659 0.41
H -0.6246 -6.9906 1.8733 0.36
H 0.1949 -7.2135 -0.4677 0.37
N -0.6483 5.1003 3.7678 -0.55
C -0.3994 4.1531 2.7887 1.09
C 0.7918 3.4284 2.7747 -0.86
C 0.9600 2.4461 1.8153 -0.66
N 0.0526 2.1604 0.8879 0.30
C -1.0715 2.8676 0.8898 -0.59
C -1.3472 3.8647 1.8068 -0.91
H 0.1552 5.4693 4.2458 0.22
H -1.3619 5.7784 3.5648 0.22
H 1.5628 3.6296 3.5092 0.30
H 1.8685 1.8522 1.7839 0.58
H -1.7839 2.6161 0.1101 0.43
H -2.2836 4.4091 1.7742 0.31
```

Calculated values
HOMO-LUMO gap, eV: 5.975
HOMO, eV: -3.58
Total charge: -1
ΔE to the lowest compared entry with this formula, charge and spin, eV: 0.365
2S+1: 1

***

Below is a structure of composition C31H25N5O4PS3Tl, with properties calculated with the ωB97M-V functional and the def2-TZVPD basis.

Structure (XYZ):
```
70
Properties=species:S:1:pos:R:3:mulliken_charge:R:1
Tl -0.9180 1.0637 -0.4924 0.97
N 4.4824 0.4355 -0.2720 -0.16
P 3.1355 -0.0090 0.7137 0.05
C 4.1352 0.2037 2.3035 0.19
C 4.4414 -0.9439 3.0277 -0.45
C 5.1993 -0.8884 4.1915 -0.48
C 5.6666 0.3304 4.6568 -0.37
C 5.3652 1.4911 3.9536 -0.68
C 4.6057 1.4216 2.7957 0.03
C 2.1814 1.5547 0.9486 0.38
C 2.1676 2.5767 0.0017 -0.09
C 1.3399 3.6796 0.1660 -0.59
C 0.5014 3.7719 1.2697 -0.51
C 0.5075 2.7605 2.2212 -0.54
C 1.3488 1.6708 2.0614 -0.27
C 4.0817 0.4012 -1.6250 0.38
C 4.8985 0.6377 -2.7127 -1.12
C 4.2627 0.4091 -3.9686 -0.10
C 2.9784 0.0020 -4.0775 -1.16
C 2.1264 -0.1474 -2.8721 -0.24
N 2.8059 0.0594 -1.6545 -0.02
H 5.1639 1.1194 0.0209 0.27
H 4.0752 -1.8987 2.6666 0.33
H 5.4211 -1.7984 4.7364 0.37
H 6.2540 0.3812 5.5664 0.34
H 5.7153 2.4521 4.3129 0.37
H 4.3545 2.3365 2.2692 0.33
H 2.7659 2.4820 -0.8946 0.18
H 1.3201 4.4444 -0.6000 0.37
H -0.1737 4.6115 1.3743 0.34
H -0.1696 2.7979 3.0645 0.32
H 1.3337 0.8791 2.8050 0.33
H 5.9533 0.8490 -2.6114 0.39
H 4.8409 0.5468 -4.8795 0.33
H 2.5073 -0.1550 -5.0379 0.39
H 1.5183 -1.0564 -2.8489 0.40
S -3.1270 0.8006 2.8380 -0.46
C -4.0112 0.4919 1.4111 0.14
N -3.5983 0.5516 0.1749 -0.15
C -4.5852 0.2434 -0.7341 -0.79
C -4.3987 0.2126 -2.1156 -0.21
C -5.4608 -0.1548 -2.9215 -0.84
C -6.7006 -0.4939 -2.3719 -0.37
C -6.8951 -0.4625 -0.9995 -0.54
C -5.8348 -0.0890 -0.1856 0.91
S -5.7240 0.0274 1.5412 -0.35
H -3.4327 0.4598 -2.5427 0.59
H -5.3203 -0.1868 -3.9945 0.40
H -7.5166 -0.7840 -3.0227 0.35
H -7.8535 -0.7308 -0.5727 0.36
O -0.1530 0.1087 -4.9495 -0.77
S -0.3674 0.5301 -3.5819 1.02
O -1.1751 1.7328 -3.4030 -0.67
O 1.0282 0.9485 -2.9466 -0.23
O -0.8646 -0.5543 -2.7071 -0.65
N -1.7419 -2.4153 2.4448 0.06
C -0.7505 -1.6781 1.8627 -0.41
N -0.8309 -1.6209 0.5692 -0.48
C -1.9745 -2.3412 0.2522 0.58
C -2.5523 -2.5650 -0.9947 -0.30
C -3.7474 -3.2566 -1.0206 -0.59
C -4.3543 -3.7190 0.1589 -0.48
C -3.7811 -3.5125 1.3999 -1.00
C -2.5762 -2.8197 1.4177 0.42
H -1.9931 -2.3622 3.4157 0.28
H 0.0069 -1.1843 2.4493 0.29
H -2.0868 -2.1661 -1.8871 0.52
H -4.2478 -3.4114 -1.9681 0.41
H -5.3083 -4.2283 0.0947 0.34
H -4.2652 -3.8430 2.3092 0.36
```

Calculated values
HOMO-LUMO gap, eV: 5.304
HOMO, eV: -1.16
Total charge: -2
2S+1: 1

***

Below is a structure of composition C31H26F10IN6O3STl, with properties calculated with the ωB97M-V functional and the def2-TZVPD basis.

Structure (XYZ):
```
79
Properties=species:S:1:pos:R:3:mulliken_charge:R:1
Tl -0.1890 0.2732 -0.5037 0.76
C -2.6645 -1.3666 -2.4174 -0.82
N -2.8888 -0.7053 -1.1497 0.93
C -3.4560 -1.6163 -0.1587 -0.68
C -2.4556 -2.6622 0.3593 -1.12
N -1.6341 -2.2049 1.4565 -0.47
C -2.1424 -2.1765 2.6694 0.15
C -1.2730 -1.8330 3.7671 -0.17
F 0.0237 -1.5767 3.4899 -0.23
C -1.6519 -1.7806 5.0815 0.09
F -0.7429 -1.4609 6.0311 -0.33
C -2.9560 -2.0683 5.4725 0.65
F -3.3317 -2.0216 6.7799 -0.37
C -3.8442 -2.4036 4.4735 -0.06
F -5.1274 -2.6829 4.8044 -0.35
C -3.4648 -2.4617 3.1455 0.70
F -4.4649 -2.7804 2.2664 -0.38
C -3.6939 0.4952 -1.3436 -0.76
C -2.8270 1.6688 -1.7770 -0.76
N -1.9766 2.0908 -0.6904 -0.43
C -2.3387 3.0607 0.1412 0.19
C -1.4118 3.4601 1.1502 -0.04
F -0.2196 2.8135 1.1944 -0.26
C -1.6260 4.4449 2.0804 -0.25
F -0.6679 4.7344 2.9826 -0.33
C -2.8186 5.1523 2.1046 0.78
F -3.0315 6.1446 3.0013 -0.36
C -3.7680 4.8100 1.1660 -0.05
F -4.9504 5.4584 1.1654 -0.34
C -3.5487 3.8133 0.2334 0.68
F -4.6084 3.5423 -0.5776 -0.38
H -3.6089 -1.7559 -2.8450 0.35
H -1.9709 -2.1986 -2.3084 0.29
H -2.2278 -0.6724 -3.1350 -0.08
H -4.3609 -2.1079 -0.5676 0.21
H -3.7773 -1.0156 0.6934 0.40
H -1.7718 -2.9160 -0.4567 0.41
H -3.0087 -3.5860 0.5759 0.22
H -4.1603 0.7595 -0.3923 0.39
H -4.5111 0.3154 -2.0688 0.24
H -3.4595 2.4554 -2.1902 0.53
H -2.1760 1.3513 -2.6007 -0.02
C 5.7503 -4.0277 -1.4626 -1.45
C 5.2204 -2.6177 -1.4721 1.05
C 4.2323 -2.2225 -0.5707 -1.09
C 3.7558 -0.9227 -0.5551 -0.36
C 4.2677 0.0058 -1.4553 -0.17
C 5.2481 -0.3674 -2.3591 -0.31
C 5.7195 -1.6755 -2.3627 -0.66
S 3.6001 1.6621 -1.4460 1.22
O 4.4405 2.4239 -2.3559 -0.75
O 3.5925 2.0731 -0.0648 -0.71
N 2.1068 1.4800 -1.9088 -0.39
C 1.7491 1.2031 -3.1926 0.47
C 2.5964 1.2195 -4.3306 -0.64
C 2.0774 0.9098 -5.5647 -0.37
C 0.7289 0.5876 -5.7013 -1.04
C -0.0281 0.5953 -4.5451 -0.17
N 0.4441 0.8817 -3.3376 0.17
H 5.0062 -4.7253 -1.0770 0.36
H 6.6379 -4.1118 -0.8297 0.28
H 6.0317 -4.3523 -2.4658 0.36
H 3.8221 -2.9455 0.1262 0.40
H 2.9921 -0.6239 0.1545 0.67
H 5.6358 0.3722 -3.0470 0.43
H 6.4844 -1.9674 -3.0754 0.34
H 3.6317 1.5026 -4.2152 0.41
H 2.7275 0.9265 -6.4332 0.37
H 0.2842 0.3456 -6.6569 0.37
H -1.0870 0.3549 -4.5896 0.28
N 0.8187 1.1926 3.5409 -0.13
C 1.6652 0.2537 3.0985 0.92
O 1.6177 -0.2568 1.9962 -0.54
C 2.7137 -0.3046 4.0487 -1.10
I 3.2912 0.8874 5.7312 -0.04
H 0.1400 1.5599 2.8941 0.02
H 0.9192 1.6161 4.4446 0.10
H 3.6142 -0.4871 3.4744 0.36
H 2.3353 -1.2352 4.4630 0.40
```

Calculated values
HOMO-LUMO gap, eV: 5.149
HOMO, eV: -1.62
Total charge: -2
2S+1: 1

***

Below is a structure of composition C31H26N3O4RuS2, with properties calculated with the ωB97M-V functional and the def2-TZVPD basis.

Structure (XYZ):
```
67
Properties=species:S:1:pos:R:3:mulliken_charge:R:1
Ru -0.2842 1.4264 -0.8294 0.45
C 0.1387 1.3330 6.0319 -0.81
O 1.4467 1.2516 5.4195 -0.40
C 1.5595 1.2992 4.1242 0.61
C 2.9270 1.2186 3.6748 -0.97
C 3.2280 1.2643 2.3108 -1.42
C 2.2349 1.3658 1.3632 0.57
C 2.6187 1.4362 -0.0760 1.53
C 4.0477 1.4964 -0.4831 -1.96
O 1.7518 1.4417 -0.9573 -0.17
C 0.8379 1.4345 1.8299 0.51
O -0.1855 1.5393 1.0462 -0.21
C 0.5379 1.4065 3.1997 -0.45
H 0.3259 1.3078 7.0991 0.26
H -0.4546 0.4721 5.7255 0.36
H -0.3339 2.2724 5.7472 0.35
H 3.7042 1.1285 4.4223 0.52
H 4.2658 1.2175 2.0121 0.53
H 4.5553 2.3358 -0.0042 0.56
H 4.1094 1.5901 -1.5637 0.34
H 4.5625 0.5817 -0.1786 0.42
H -0.5016 1.4609 3.4862 0.58
N -4.1565 2.8094 -0.7364 -0.02
C -4.5901 1.4978 -0.6118 0.34
C -5.8761 0.9749 -0.4714 -1.19
C -5.9636 -0.3920 -0.3612 -0.52
C -4.8175 -1.2049 -0.3848 -0.74
C -3.5494 -0.6808 -0.5208 -0.30
C -3.4432 0.7021 -0.6363 0.35
N -2.3396 1.5512 -0.8013 0.35
C -2.8231 2.7839 -0.8444 0.19
C -1.8751 3.8778 -0.9836 -0.46
C -2.0040 5.2254 -1.0723 -0.08
S -0.4672 5.9495 -1.2721 0.00
C 0.2745 4.4423 -1.2185 -0.24
N -0.5641 3.4356 -1.0626 0.31
H -4.7468 3.6259 -0.7729 0.26
H -6.7560 1.6023 -0.4601 0.43
H -6.9350 -0.8537 -0.2553 0.43
H -4.9407 -2.2760 -0.3001 0.48
H -2.6813 -1.3147 -0.5411 0.54
H -2.9000 5.8242 -1.0492 0.43
H 1.3395 4.3130 -1.3359 0.47
O -0.2994 -0.5547 -0.9200 0.08
S 0.2243 -1.4326 -2.1115 -0.23
C -0.4010 -3.0466 -1.7274 1.14
C -0.7976 -3.3981 -0.4442 -0.23
C -1.2448 -4.6929 -0.2313 -0.89
C -1.2767 -5.6045 -1.2797 -0.54
C -0.8703 -5.2315 -2.5541 -0.64
C -0.4301 -3.9395 -2.7923 -0.54
C 1.9640 -1.6094 -1.8478 0.73
C 2.4708 -1.9012 -0.5830 -0.23
C 3.8320 -2.0976 -0.4475 -1.02
C 4.6655 -2.0153 -1.5638 -0.45
C 4.1447 -1.7288 -2.8147 -0.74
C 2.7782 -1.5179 -2.9664 -0.30
H -0.7602 -2.6831 0.3657 0.35
H -1.5606 -4.9949 0.7579 0.45
H -1.6241 -6.6131 -1.1032 0.45
H -0.9009 -5.9439 -3.3664 0.45
H -0.1255 -3.6396 -3.7873 0.46
H 1.8024 -2.0110 0.2632 0.51
H 4.2490 -2.3587 0.5162 0.50
H 5.7267 -2.1937 -1.4540 0.47
H 4.7951 -1.6737 -3.6765 0.47
H 2.3619 -1.2913 -3.9399 0.49
```

Calculated values
HOMO-LUMO gap (alpha / beta), eV: 4.223 / 4.321
HOMO (alpha / beta), eV: -16.39 / -16.43
Total charge: +3
2S+1: 1

***

| no. | F_max (hartree/bohr) |
| --- | --- |
| 1 | 0.022 |
| 2 | 0.011 |
| 3 | 0.012 |
| 4 | 0.043 |